No. 1
Here is a 2-piece molecular cluster, CH2O5P overall at a distorted geometry from the OMol25 dataset. Energies are from wB97M-V/def2-TZVPD.

Atoms and positions in Å:
P: -2.326 -0.472 0.062
O: -0.928 0.027 -0.220
O: -2.576 -1.814 0.526
O: 2.099 -0.766 -0.736
O: 1.373 0.969 0.453
O: -3.467 0.386 -0.273
C: 2.237 0.248 -0.142
H: 3.106 0.834 0.093
H: 0.481 0.588 0.237

Properties
- HOMO-LUMO gap: 9.3879 eV
- ΔE to the lowest compared entry with this formula, charge and spin: 20.2 kcal/mol
- Multiplicity: 1
- Total charge: -1
- Lowest unoccupied orbital energy: 0.137 hartree

Mulliken atomic charge list, values in e, 2 entries: P 0.802; O -0.605



No. 2
Here is one molecule with the formula CH2OS2 at a distorted geometry from the OMol25 dataset. Energies are from wB97M-V/def2-TZVPD.

Atoms and positions in Å:
S: 0.353 -0.077 1.582
S: -1.104 0.273 0.168
O: -1.864 -1.046 -0.309
C: 0.561 0.159 -0.246
H: 0.938 1.229 -0.424
H: 1.116 -0.539 -0.770

Properties
- HOMO-LUMO gap: 9.7870 eV
- ΔE to the lowest compared entry with this formula, charge and spin: 43.7 kcal/mol
- Multiplicity: 1
- Lowest unoccupied orbital energy: -0.001 hartree

Mulliken atomic charge list, values in e, 2 entries: S -0.108; S 0.410



No. 3
Here is a 2-piece molecular cluster, CH2OS3 overall at a distorted geometry from the OMol25 dataset. Energies are from wB97M-V/def2-TZVPD.

Atoms and positions in Å:
S: 0.838 -0.335 0.174
S: 0.046 1.719 -0.116
S: 2.304 -0.829 -0.987
O: 0.801 -0.643 1.559
C: -0.802 0.221 -0.446
H: -1.306 0.090 -1.477
H: -1.880 -0.223 1.293

Properties
- HOMO-LUMO gap (alpha / beta): 7.9947 / 7.7982 eV
- ΔE to the lowest compared entry with this formula, charge and spin: 114.0 kcal/mol
- Multiplicity: 1
- Lowest unoccupied orbital energy (alpha / beta): -0.053 / -0.043 hartree

Mulliken atomic charge list, values in e, 2 entries: S 0.688; S -0.078



No. 4
Here is one molecule with the formula CH2P2S2 at a distorted geometry from the OMol25 dataset. Energies are from wB97M-V/def2-TZVPD.

Atoms and positions in Å:
S: -2.969 -0.017 -0.646
S: -0.568 1.460 1.071
P: -1.573 -0.437 0.616
P: 0.714 1.145 -0.588
C: 1.318 -0.371 -0.226
H: 1.107 -0.906 0.691
H: 1.971 -0.873 -0.918

Properties
- HOMO-LUMO gap: 7.5008 eV
- ΔE to the lowest compared entry with this formula, charge and spin: 6.9 kcal/mol
- SMILES string: C=P#S#P=S
- Multiplicity: 1
- Lowest unoccupied orbital energy: -0.057 hartree

Mulliken atomic charge list, values in e, 2 entries: S -0.192; S -0.207



No. 5
Here is a 15-piece molecular cluster, CH31NO15 overall at a distorted geometry from the OMol25 dataset. Energies are from wB97M-V/def2-TZVPD.

Atoms and positions in Å:
O: -3.248 -0.508 1.706
O: 0.774 -1.112 -3.300
O: -2.755 1.148 -2.015
O: 0.329 -2.605 2.799
O: -3.067 2.051 0.611
O: -0.513 2.820 0.908
O: -2.169 -1.311 -0.668
O: 1.544 -1.902 0.400
O: -1.101 -0.398 3.208
O: -0.060 -3.079 -1.586
O: 1.732 1.623 1.816
O: 2.941 0.022 -2.167
O: 2.987 -1.769 2.762
O: 1.944 2.437 -1.427
O: -0.449 2.435 -2.696
N: 0.400 -0.070 -0.216
C: 1.524 -0.684 0.139
H: 0.460 -2.531 1.837
H: 0.901 2.099 1.593
H: 2.862 -0.813 2.708
H: -3.175 1.218 1.108
H: -4.006 -0.860 2.183
H: -2.726 -1.197 0.132
H: 2.127 2.431 -0.477
H: 1.216 -2.448 3.177
H: -0.405 3.525 0.263
H: 2.193 -0.448 -2.627
H: -3.070 1.779 -0.328
H: -0.943 -2.758 -1.341
H: 2.795 -2.108 1.869
H: 2.459 -0.139 0.175
H: 0.166 -0.422 -3.013
H: -2.468 -0.458 2.334
H: -2.509 -0.629 -1.275
H: 0.501 -1.920 -2.793
H: -0.511 -0.540 -0.242
H: 3.682 -0.086 -2.775
H: -0.242 2.479 -3.631
H: -0.535 0.228 2.740
H: 0.487 -2.894 -0.799
H: 2.383 1.622 -1.765
H: 0.385 2.445 -2.174
H: -0.598 -1.257 3.187
H: -1.913 1.602 -2.255
H: -3.417 1.357 -2.678
H: -1.463 2.535 0.876
H: 2.143 2.147 2.513
H: 0.377 0.939 -0.254

Properties
- HOMO-LUMO gap: 10.7163 eV
- ΔE to the lowest compared entry with this formula, charge and spin: 0.0 kcal/mol
- Multiplicity: 1
- Lowest unoccupied orbital energy: 0.002 hartree

Mulliken atomic charge list, values in e, 2 entries: O -0.753; O -0.766



No. 6
Here is a 17-piece molecular cluster, CH36NO16 overall at a distorted geometry from the OMol25 dataset. Energies are from wB97M-V/def2-TZVPD.

Atoms and positions in Å:
O: 1.429 -4.020 -1.599
O: -3.434 -1.738 -0.400
O: 3.719 2.006 -1.218
O: -2.618 -0.932 3.039
O: -1.053 3.407 2.962
O: 0.269 0.573 -2.664
O: -1.426 3.056 -1.426
O: 1.531 -1.651 -3.083
O: -1.836 1.682 1.316
O: 3.830 -0.850 0.577
O: -1.203 -3.638 -1.065
O: 2.503 0.841 2.798
O: 1.103 3.410 -1.896
O: 1.693 -2.520 1.209
O: 1.509 0.731 -0.198
O: -4.344 0.620 1.408
N: -0.510 -0.754 0.045
C: -0.572 -1.597 0.995
H: -0.360 -1.035 -0.916
H: 1.279 3.429 -0.943
H: 2.028 1.386 3.450
H: -1.960 3.679 3.088
H: -2.124 3.098 -0.766
H: -1.586 -4.506 -1.268
H: -1.882 2.984 -2.280
H: 1.375 -0.762 -2.699
H: 1.946 -3.456 -2.230
H: 3.726 2.960 -1.140
H: -4.075 -2.073 -1.046
H: -0.764 -2.691 0.888
H: -0.328 -3.781 -1.494
H: -2.645 1.369 1.751
H: -2.588 -2.028 -0.767
H: -0.590 0.258 0.269
H: 1.356 1.602 -0.659
H: 4.746 -1.122 0.412
H: -4.011 0.131 0.629
H: 2.176 0.206 -0.661
H: -2.692 -0.648 3.976
H: 0.323 1.481 -2.360
H: -3.514 -1.100 2.726
H: 1.955 0.918 2.004
H: -5.208 0.886 1.073
H: 1.644 4.216 -2.109
H: 1.833 -3.905 -0.729
H: -0.885 2.467 2.887
H: 4.525 1.640 -1.581
H: -0.483 0.638 -3.296
H: 3.787 0.101 0.739
H: -2.064 2.570 1.028
H: -0.919 -1.489 2.023
H: 1.305 -1.515 -4.019
H: 1.686 -2.673 2.162
H: 2.398 -1.860 1.061

Properties
- HOMO-LUMO gap: 10.7170 eV
- ΔE to the lowest compared entry with this formula, charge and spin: 19.5 kcal/mol
- Multiplicity: 1
- Total charge: +1
- Lowest unoccupied orbital energy: -0.094 hartree

Mulliken atomic charge list, values in e, 2 entries: O -0.702; O -0.584



No. 7
Here is a 2-piece molecular cluster, CH3BCl2O2 overall at a distorted geometry from the OMol25 dataset. Energies are from wB97M-V/def2-TZVPD.

Atoms and positions in Å:
Cl: 2.799 -1.590 -0.204
Cl: 3.906 0.962 0.571
O: -0.337 -0.775 0.826
O: 1.447 1.233 -2.501
C: 2.373 0.124 -0.169
B: 1.852 0.680 -1.520
H: -0.757 -1.007 1.713
H: -1.210 -0.618 0.280
H: 1.796 0.221 0.784

Properties
- HOMO-LUMO gap: 11.1065 eV
- ΔE to the lowest compared entry with this formula, charge and spin: 56.0 kcal/mol
- SMILES string: O=BC(Cl)Cl.O
- Multiplicity: 1
- Lowest unoccupied orbital energy: 0.001 hartree

Mulliken atomic charge list, values in e, 2 entries: Cl -0.114; Cl -0.177



No. 8
Here is one molecule with the formula CH3Br2IOSi at a distorted geometry from the OMol25 dataset. Energies are from wB97M-V/def2-TZVPD.

Atoms and positions in Å:
I: -4.545 -1.561 0.201
Br: -2.964 0.944 -2.238
Br: -3.391 2.236 1.177
Si: -2.966 0.286 -0.135
O: -1.483 -0.212 0.267
C: -0.318 0.149 0.998
H: 0.373 0.678 0.294
H: -0.425 0.982 1.773
H: 0.049 -0.795 1.393

Properties
- HOMO-LUMO gap: 9.7938 eV
- ΔE to the lowest compared entry with this formula, charge and spin: 0.0 kcal/mol
- SMILES string: CO[Si](Br)(Br)I
- Multiplicity: 1
- Lowest unoccupied orbital energy: -0.014 hartree

Mulliken atomic charge list, values in e, 2 entries: I -0.007; Br -0.182



No. 9
Here is a 2-piece molecular cluster, CH3Br3OSi overall at a distorted geometry from the OMol25 dataset. Energies are from wB97M-V/def2-TZVPD.

Atoms and positions in Å:
Br: -4.516 -0.216 0.678
Br: -3.257 2.568 -0.981
Br: 2.769 2.416 0.709
Si: -2.713 1.019 0.594
O: -1.544 0.078 0.073
C: -0.227 -0.377 -0.061
H: 0.394 0.393 -0.259
H: 0.016 -1.006 0.804
H: -0.376 -1.101 -0.872

Properties
- HOMO-LUMO gap (alpha / beta): 8.6482 / 4.2571 eV
- ΔE to the lowest compared entry with this formula, charge and spin: 99.3 kcal/mol
- Multiplicity: 1
- Lowest unoccupied orbital energy (alpha / beta): -0.059 / -0.148 hartree

Mulliken atomic charge list, values in e, 2 entries: Br -0.173; Br -0.211



No. 10
Here is one molecule with the formula CH3BrCl2OSi at a distorted geometry from the OMol25 dataset. Energies are from wB97M-V/def2-TZVPD.

Atoms and positions in Å:
Br: 1.837 1.861 0.252
Cl: 2.276 -1.260 -1.547
Cl: 1.564 -1.404 2.031
Si: 1.227 -0.168 -0.279
O: -0.269 -0.387 -0.739
C: -1.418 0.179 -0.096
H: -1.393 1.355 0.048
H: -2.227 0.079 -0.675
H: -1.597 -0.254 1.004

Properties
- HOMO-LUMO gap (alpha / beta): 6.5615 / 6.3385 eV
- ΔE to the lowest compared entry with this formula, charge and spin: 6.7 kcal/mol
- Multiplicity: 3
- Lowest unoccupied orbital energy (alpha / beta): 0.024 / -0.172 hartree

Mulliken atomic charge list, values in e, 2 entries: Br -0.247; Cl -0.198



No. 11
Here is one molecule with the formula CH3BrI2Si at a distorted geometry from the OMol25 dataset. Energies are from wB97M-V/def2-TZVPD.

Atoms and positions in Å:
I: 1.902 2.108 -0.921
I: 1.859 -2.009 -0.915
Br: 1.413 0.014 2.366
Si: 0.906 0.034 0.112
C: -1.213 0.021 -0.125
H: -1.469 -0.467 -1.174
H: -1.637 -0.659 0.524
H: -1.762 0.959 0.133

Properties
- HOMO-LUMO gap: 9.1747 eV
- ΔE to the lowest compared entry with this formula, charge and spin: 7.5 kcal/mol
- SMILES string: C[Si](Br)(I)I
- Multiplicity: 1
- Lowest unoccupied orbital energy: -0.025 hartree

Mulliken atomic charge list, values in e, 2 entries: I -0.062; I -0.044



No. 12
Here is CH3BrN2O as an isolated structure at a distorted geometry from the OMol25 dataset. Energies are from wB97M-V/def2-TZVPD.

Atoms and positions in Å:
Br: 2.443 0.136 -0.082
O: -2.420 1.211 -0.093
N: -1.529 0.542 0.370
N: -0.567 0.310 -0.444
C: 0.880 -0.711 0.405
H: 0.629 -1.660 -0.215
H: -0.128 0.683 -1.309
H: 0.691 -0.510 1.369

Properties
- HOMO-LUMO gap (alpha / beta): 6.9620 / 8.6966 eV
- ΔE to the lowest compared entry with this formula, charge and spin: 52.7 kcal/mol
- Multiplicity: 3
- Lowest unoccupied orbital energy (alpha / beta): 0.020 / -0.043 hartree

Mulliken atomic charge list, values in e, 2 entries: Br -0.053; O -0.394